54
Properties=species:S:1:pos:R:3 method="wB97M-V/def2-TZVPD" e_above_lowest_kj_mol=0.0 charge=-1 max_force_ev_per_a=1.6 homo_ha="-0.1884 / -0.2452" orbital_gap_ev="7.347 / 7.583" molar_mass_g_mol=772.1 multiplicity=2 e_tot_ha=-3429.655884
Sr 1.088 0.201 0.436
C -0.965 -0.112 4.521
C -1.195 0.199 3.063
O -0.315 0.810 2.441
C -2.447 -0.181 2.474
C -2.751 -0.176 1.126
C -4.169 -0.470 0.710
N -1.801 0.014 0.182
N -2.287 -0.013 -1.041
C -1.332 0.144 -1.996
O -0.140 0.426 -1.789
C -1.803 -0.047 -3.400
C -3.153 -0.187 -3.715
C -3.544 -0.374 -5.033
C -2.591 -0.434 -6.042
C -1.245 -0.302 -5.730
C -0.853 -0.105 -4.415
H 0.089 0.024 4.753
H -1.279 -1.129 4.759
H -1.562 0.569 5.134
H -3.226 -0.497 3.157
H -4.807 -0.597 1.584
H -4.205 -1.371 0.096
H -4.557 0.339 0.092
H -3.882 -0.150 -2.918
H -4.594 -0.479 -5.273
H -2.897 -0.588 -7.069
H -0.498 -0.355 -6.512
H 0.191 -0.001 -4.151
N 0.663 2.969 0.276
C 1.750 3.748 0.882
C 2.157 3.180 2.230
C 2.877 1.828 2.259
O 3.083 1.283 3.320
O 3.188 1.328 1.084
H 0.482 3.256 -0.677
H -0.201 3.039 0.802
H 1.475 4.801 1.022
H 2.601 3.717 0.203
H 1.287 3.059 2.880
H 2.822 3.875 2.748
Cl 2.848 -4.321 -1.278
C 1.752 -4.453 0.094
Cl 0.916 -6.037 0.061
Cl 2.618 -4.257 1.605
C 0.720 -3.417 -0.027
N -0.093 -2.613 -0.132
F 2.946 -1.037 -0.466
Sb 4.226 -0.653 1.100
F 4.944 -2.307 0.485
F 5.065 0.125 -0.447
F 5.544 0.495 1.894
F 2.457 -1.247 1.839
F 4.602 -1.521 2.798



44
Properties=species:S:1:pos:R:3 method="wB97M-V/def2-TZVPD" e_above_lowest_kj_mol=121.0 charge=+2 max_force_ev_per_a=2.3 homo_ha="-0.5677 / -0.5744" orbital_gap_ev="8.795 / 4.443" molar_mass_g_mol=587.1 multiplicity=5 e_tot_ha=-1994.726491
Pd -1.004 1.419 -0.688
C -0.449 0.613 4.138
C 0.176 0.666 2.722
C 1.425 -0.210 2.651
C -0.893 0.293 1.749
C -1.071 -1.035 1.288
C -2.100 -1.365 0.440
C -3.045 -0.402 0.013
C -4.173 -0.763 -0.869
C -2.897 0.932 0.483
C -1.838 1.276 1.341
H 0.310 0.909 4.861
H -0.780 -0.401 4.368
H -1.299 1.288 4.234
H 0.461 1.704 2.532
H 1.247 -1.197 3.080
H 2.223 0.254 3.230
H 1.770 -0.321 1.621
H -0.408 -1.811 1.647
H -2.218 -2.389 0.110
H -4.042 -0.265 -1.837
H -5.122 -0.393 -0.474
H -4.237 -1.834 -1.041
H -3.681 1.652 0.285
H -1.836 2.247 1.822
O -0.189 2.109 -2.715
Cl -1.560 1.774 -3.087
O -1.852 2.046 -4.413
O -2.411 2.503 -2.149
O -1.708 0.360 -2.732
I 4.110 -4.335 -2.323
C 3.486 -2.390 -1.938
C 4.408 -1.475 -1.416
C 4.000 -0.173 -1.191
C 2.680 0.148 -1.464
C 1.751 -0.735 -2.000
C 2.162 -2.030 -2.241
C 2.171 1.642 -1.094
O 2.846 2.441 -1.703
O 1.238 1.612 -0.286
H 5.432 -1.755 -1.206
H 4.707 0.559 -0.826
H 0.743 -0.428 -2.254
H 1.467 -2.740 -2.668



51
Properties=species:S:1:pos:R:3 method="wB97M-V/def2-TZVPD" smiles="Cc1cc(C(F)F)nn1CC(=O)N[C@H]1C(=O)N2C(C(=O)O)=C(CSc3nnnn3C)CS[C@@H]12" max_force_ev_per_a=1.6 homo_ha=-0.3236 orbital_gap_ev=8.830 molar_mass_g_mol=500.5 e_tot_ha=-2393.723333
C 2.016 4.769 -3.187
C 1.485 3.389 -3.054
C 0.637 2.672 -3.874
C 0.470 1.436 -3.233
N 1.171 1.396 -2.110
N 1.785 2.574 -2.016
C 2.591 2.856 -0.863
H 3.289 2.027 -0.703
H 3.148 3.781 -1.011
C 1.725 2.992 0.400
O 1.776 3.953 1.133
N 0.927 1.923 0.592
C 0.029 1.853 1.697
H -0.122 2.862 2.091
C -1.239 1.027 1.432
O -2.147 1.070 0.663
N -0.918 0.149 2.452
C -1.225 -1.190 2.617
C -0.319 -2.071 3.097
C -0.605 -3.522 3.153
H -0.046 -4.024 3.941
H -1.666 -3.743 3.238
S -0.033 -4.380 1.602
C -0.410 -3.199 0.389
N -0.011 -1.946 0.315
N -0.525 -1.466 -0.803
N -1.201 -2.348 -1.421
N -1.162 -3.465 -0.708
C -1.854 -4.662 -1.065
H -2.559 -4.918 -0.272
H -1.147 -5.481 -1.200
H -2.388 -4.470 -1.993
C 1.063 -1.658 3.495
H 1.754 -2.490 3.366
H 1.095 -1.331 4.537
S 1.751 -0.308 2.471
C 0.336 0.788 2.782
H 0.379 1.142 3.815
C -2.591 -1.566 2.152
O -2.874 -2.613 1.623
O -3.473 -0.612 2.410
H -4.337 -0.814 2.015
H 0.904 1.192 -0.119
C -0.346 0.269 -3.667
F 0.328 -0.487 -4.586
F -1.477 0.675 -4.300
H -0.621 -0.382 -2.826
H 0.191 2.986 -4.794
H 3.101 4.760 -3.290
H 1.756 5.368 -2.316
H 1.590 5.235 -4.071



44
Properties=species:S:1:pos:R:3 method="wB97M-V/def2-TZVPD" charge=+1 max_force_ev_per_a=0.5 homo_ha=-0.3945 orbital_gap_ev=6.706 molar_mass_g_mol=419.5 e_tot_ha=-2153.725183
C -2.414 0.204 -2.776
C -1.876 -0.844 -1.817
S -3.068 -1.799 -0.837
C -4.085 -2.578 -2.086
S -5.883 -2.273 -1.765
C -6.248 -0.589 -2.504
F -5.803 -0.537 -3.743
F -5.630 0.297 -1.756
C -7.791 -0.349 -2.467
F -8.175 -0.099 -1.226
F -8.399 -1.464 -2.897
F -8.092 0.655 -3.266
H -2.864 1.045 -2.243
H -3.148 -0.199 -3.477
H -1.580 0.579 -3.374
H -1.191 -1.531 -2.319
H -1.289 -0.360 -1.028
H -3.842 -2.314 -3.116
H -4.065 -3.667 -1.966
H -6.427 -2.943 -2.801
F 0.871 -0.049 -2.983
C 1.576 0.158 -1.840
C 2.656 -0.655 -1.570
C 3.356 -0.439 -0.390
C 2.972 0.568 0.485
C 1.882 1.370 0.181
C 1.169 1.169 -0.994
H 2.941 -1.427 -2.271
H 4.212 -1.060 -0.160
H 3.531 0.736 1.395
H 1.590 2.165 0.854
H 0.330 1.798 -1.264
F 5.224 2.418 2.279
C 5.314 1.809 3.483
C 4.601 2.329 4.544
C 4.694 1.691 5.773
C 5.484 0.559 5.920
C 6.189 0.061 4.834
C 6.109 0.687 3.597
H 3.999 3.217 4.404
H 4.148 2.085 6.619
H 5.554 0.070 6.882
H 6.811 -0.817 4.947
H 6.656 0.324 2.737



46
Properties=species:S:1:pos:R:3 method="wB97M-V/def2-TZVPD" charge=+2 max_force_ev_per_a=0.4 homo_ha="-0.5345 / -0.5351" orbital_gap_ev="7.851 / 7.590" molar_mass_g_mol=545.2 multiplicity=2 e_tot_ha=-2682.523454
Ti 1.085 0.181 0.249
C -1.308 3.231 -2.042
C -1.886 1.848 -2.063
N -3.059 1.651 -2.633
C -3.583 0.421 -2.673
C -2.974 -0.699 -2.142
C -3.654 -2.048 -2.219
O -2.815 -3.047 -2.779
C -1.725 -0.513 -1.519
C -1.018 -1.656 -0.962
N 0.054 -1.610 -0.239
C 0.601 -2.849 0.222
C -0.203 -3.888 0.682
C 0.364 -5.075 1.118
C 1.740 -5.243 1.119
C 2.569 -4.213 0.691
C 1.977 -3.044 0.258
I 3.252 -1.484 -0.412
C -1.194 0.773 -1.492
O 0.022 0.994 -0.926
H -1.990 3.909 -2.547
H -0.343 3.256 -2.551
H -1.164 3.579 -1.017
H -4.547 0.337 -3.161
H -4.588 -1.946 -2.773
H -3.920 -2.392 -1.217
H -2.907 -3.052 -3.738
H -1.413 -2.635 -1.217
H -1.277 -3.755 0.715
H -0.279 -5.869 1.470
H 2.179 -6.170 1.461
H 3.643 -4.331 0.692
C 3.002 4.897 2.023
C 2.157 3.845 2.631
N 1.601 3.875 3.797
N 0.928 2.692 3.908
C 1.056 1.915 2.847
S 0.382 0.372 2.544
N 1.834 2.642 2.011
N 2.215 2.159 0.751
H 3.076 5.725 2.723
H 2.566 5.267 1.093
H 4.008 4.526 1.819
H 0.402 2.492 4.747
H 1.900 2.817 0.036
H 3.233 2.117 0.718



41
Properties=species:S:1:pos:R:3 method="wB97M-V/def2-TZVPD" e_above_lowest_kj_mol=508.7 smiles="Cc1cc(C(=O)COc2ccc([N+](=O)[O-])cc2)c(C)n1C1CC1" max_force_ev_per_a=1.4 homo_ha=-0.3048 orbital_gap_ev=8.081 molar_mass_g_mol=314.3 e_tot_ha=-1068.955899
C -2.746 -1.112 2.620
C -2.395 -0.339 1.398
C -1.726 0.841 1.289
C -1.693 1.193 -0.092
C -2.370 0.183 -0.777
N -2.762 -0.744 0.130
C -3.503 -1.928 -0.154
C -2.957 -3.265 0.259
C -3.010 -2.897 -1.189
H -2.073 -2.683 -1.678
H -3.738 -3.373 -1.827
H -1.985 -3.290 0.725
H -3.647 -4.001 0.642
H -4.579 -1.787 -0.078
C -2.650 0.078 -2.229
H -2.637 1.075 -2.661
H -1.885 -0.513 -2.735
H -3.617 -0.387 -2.406
C -1.113 2.367 -0.693
O -1.304 2.732 -1.839
C -0.193 3.216 0.202
H -0.819 3.866 0.822
O 0.603 2.493 1.119
C 1.438 1.543 0.666
C 1.666 1.248 -0.682
C 2.542 0.242 -1.026
C 3.202 -0.478 -0.036
C 2.992 -0.185 1.311
C 2.118 0.816 1.655
H 1.933 1.064 2.688
H 3.518 -0.754 2.061
N 4.101 -1.529 -0.401
O 4.241 -1.773 -1.584
O 4.671 -2.124 0.492
H 2.727 0.001 -2.062
H 1.162 1.795 -1.461
H 0.426 3.847 -0.447
H -1.324 1.411 2.101
H -3.782 -1.443 2.586
H -2.607 -0.480 3.493
H -2.113 -1.992 2.734



46
Properties=species:S:1:pos:R:3 method="wB97M-V/def2-TZVPD" e_above_lowest_kj_mol=1861.1 max_force_ev_per_a=18.3 homo_ha=-0.3421 orbital_gap_ev=8.297 molar_mass_g_mol=426.5 e_tot_ha=-2090.450576
O 2.381 1.360 1.243
C 1.510 1.001 0.472
C 0.328 1.682 -0.264
C 0.177 3.003 -0.197
C -0.761 3.469 -0.928
C -1.718 2.445 -1.452
C -1.447 1.062 -1.309
C -0.310 0.645 -0.946
C 0.243 -0.728 -0.729
C -0.222 -1.852 -1.097
C 0.383 -3.184 -0.840
C 1.681 -3.038 -0.109
C 2.272 -1.562 0.466
C 1.256 -0.596 0.124
H 3.077 -1.608 0.966
S 2.590 -4.420 0.547
O 1.999 -5.416 -0.005
O 3.982 -4.165 0.170
N 2.389 -4.293 1.954
H 1.461 -4.676 2.437
C 3.578 -5.104 2.738
H 3.436 -4.863 3.935
H 4.337 -4.909 2.291
C 3.172 -6.686 2.932
O 3.549 -7.267 1.281
H 2.937 -6.749 0.837
H 4.084 -6.958 3.604
H 2.125 -6.839 3.009
H 0.223 -4.080 -0.972
H -1.155 -1.962 -1.639
H -2.181 0.354 -2.153
H -2.539 2.822 -2.169
S -1.393 5.102 -0.931
O -0.249 5.832 -0.083
O -1.494 5.532 -2.233
N -2.999 5.081 -0.201
H -2.582 5.438 0.689
C -4.059 5.847 -0.546
H -3.522 6.651 -1.379
H -4.635 6.143 0.045
C -4.806 5.050 -1.490
O -4.116 4.164 -2.479
H -3.169 4.831 -2.810
H -5.065 4.177 -0.939
H -5.511 5.436 -2.152
H 0.762 3.832 0.315



42
Properties=species:S:1:pos:R:3 method="wB97M-V/def2-TZVPD" e_above_lowest_kj_mol=1718.8 smiles="COc1ccc(/C(C)=N/NC(=O)CNC(=O)c2cccnc2)cc1" max_force_ev_per_a=18.2 homo_ha=-0.2998 orbital_gap_ev=8.092 molar_mass_g_mol=326.4 e_tot_ha=-1102.778826
C -5.740 -0.406 0.272
H -6.372 -0.950 0.784
O -4.553 -0.051 1.025
C -3.567 0.461 0.535
C -2.540 0.499 1.307
C -1.466 1.216 1.111
C -1.361 1.663 -0.078
C -2.353 1.638 -1.251
C -3.543 0.997 -0.834
H -4.242 0.796 -1.470
H -2.307 2.157 -2.131
C -0.119 2.509 -0.764
N 1.056 1.777 -0.199
N 2.297 2.480 -0.340
C 3.401 1.843 0.038
O 4.417 2.303 0.010
C 3.272 0.542 1.198
N 2.188 -0.301 0.848
C 2.606 -1.437 0.445
O 3.567 -1.997 0.798
C 1.297 -2.343 -0.103
C 1.506 -3.452 -0.492
C 0.579 -4.189 -1.099
C -0.770 -3.769 -0.834
N -0.992 -2.515 -0.631
C 0.088 -1.946 0.091
H -0.295 -1.252 0.614
H -1.522 -4.201 -1.428
H 0.689 -5.279 -1.542
H 2.688 -3.903 -0.656
H 1.344 0.275 0.476
H 4.159 0.151 1.100
H 3.024 1.184 2.143
H 2.403 3.024 -1.065
C -0.052 3.423 -1.708
H 0.408 3.306 -2.619
H -0.997 3.873 -2.041
H 0.611 4.342 -1.135
H -0.618 1.489 1.774
H -2.797 0.434 2.561
H -6.159 0.441 -0.031
H -5.622 -0.962 -0.414



43
Properties=species:S:1:pos:R:3 method="wB97M-V/def2-TZVPD" e_above_lowest_kj_mol=69.0 smiles="CCC[C@H](C)c1nnc(NC(=O)CN2C(=O)c3ccccc3C2=O)s1" max_force_ev_per_a=1.8 homo_ha=-0.3285 orbital_gap_ev=8.036 molar_mass_g_mol=358.4 e_tot_ha=-1501.591153
C -6.124 0.237 1.996
C -5.331 0.468 0.715
C -4.872 -0.850 0.096
H -4.246 -1.392 0.810
H -5.744 -1.470 -0.123
C -4.081 -0.641 -1.202
C -2.845 0.140 -0.941
N -2.546 1.253 -1.497
N -1.389 1.777 -1.124
C -0.759 1.069 -0.260
N 0.449 1.348 0.316
C 1.237 2.432 0.018
O 0.959 3.298 -0.762
C 2.539 2.427 0.841
N 3.419 1.329 0.508
C 3.224 0.016 0.890
O 2.263 -0.385 1.511
C 4.392 -0.734 0.385
C 4.709 -2.073 0.473
C 5.896 -2.494 -0.119
C 6.728 -1.600 -0.774
C 6.407 -0.247 -0.862
C 5.232 0.170 -0.276
C 4.623 1.517 -0.185
O 5.029 2.578 -0.571
H 7.050 0.454 -1.371
H 7.642 -1.957 -1.224
H 6.173 -3.536 -0.067
H 4.057 -2.763 0.985
H 3.081 3.350 0.619
H 2.291 2.381 1.906
H 0.814 0.652 0.968
S -1.612 -0.413 0.195
C -3.719 -1.983 -1.844
H -4.622 -2.539 -2.082
H -3.156 -1.826 -2.761
H -3.114 -2.577 -1.161
H -4.681 -0.053 -1.903
H -4.461 1.092 0.934
H -5.947 1.009 -0.005
H -7.008 -0.364 1.794
H -6.442 1.185 2.423
H -5.516 -0.284 2.733



44
Properties=species:S:1:pos:R:3 method="wB97M-V/def2-TZVPD" e_above_lowest_kj_mol=162.8 smiles="O=S(=O)(c1cccc(-c2ccccc2)n1)N1CCCC[C@H]1c1nnn[nH]1" max_force_ev_per_a=3.3 homo_ha=-0.3432 orbital_gap_ev=9.063 molar_mass_g_mol=370.4 e_tot_ha=-1535.741180
O -3.993 1.113 0.157
O -3.332 1.769 -2.030
N -1.697 -1.362 3.364
N -2.741 -0.642 3.357
N -0.859 -1.012 2.362
N -1.316 -1.111 -1.725
C -1.334 0.025 1.740
C -0.985 -2.410 -1.841
C -2.552 -0.787 -1.288
C -1.940 -3.433 -1.595
C -3.504 -1.767 -1.038
C -3.259 -3.119 -1.195
C 2.992 -3.377 -3.113
C 2.288 -2.292 -3.661
C 2.354 -4.156 -2.145
C 1.008 -1.959 -3.203
C 1.057 -3.878 -1.732
C 0.358 -2.777 -2.290
N -2.496 0.269 2.399
N -1.479 1.712 -0.148
C -0.811 2.668 -1.023
C -0.638 0.882 0.710
C 0.130 3.519 -0.211
C 0.326 1.742 1.524
C 1.129 2.738 0.622
S -2.929 0.996 -0.881
H -1.664 -4.487 -1.724
H -4.496 -1.477 -0.664
H -3.987 -3.928 -0.979
H 4.012 -3.602 -3.461
H 2.761 -1.633 -4.417
H 2.946 -4.970 -1.697
H 0.496 -1.094 -3.620
H 0.554 -4.446 -0.982
H -3.237 0.861 2.017
H -1.518 3.357 -1.520
H -0.277 2.131 -1.831
H -0.045 0.218 0.102
H -0.453 4.165 0.412
H 0.652 4.206 -0.890
H 1.003 1.131 2.035
H -0.208 2.311 2.296
H 1.696 3.357 1.259
H 1.838 2.217 -0.044



36
Properties=species:S:1:pos:R:3 method="wB97M-V/def2-TZVPD" e_above_lowest_kj_mol=168.2 charge=+1 max_force_ev_per_a=4.3 homo_ha=-0.4377 orbital_gap_ev=5.493 molar_mass_g_mol=223.3 e_tot_ha=-658.815647
C -1.155 -0.794 1.713
C -1.125 0.762 1.885
C 0.196 1.367 1.551
C 1.345 0.600 1.684
C 1.329 -0.779 1.908
C 0.117 -1.742 1.703
H -1.938 -1.187 2.364
H -1.532 -0.877 0.682
H -1.869 1.195 1.171
H -1.447 1.095 2.888
H 0.246 2.461 1.457
H 2.310 1.137 1.528
H 2.289 -1.271 2.026
H 0.112 -2.186 0.685
C -1.207 -4.067 2.313
C -2.137 -3.840 3.497
C -1.260 -3.162 4.502
C -0.170 -2.595 3.946
C 0.035 -2.970 2.509
C 1.370 -3.852 2.303
C 2.493 -3.770 3.130
C 3.660 -4.478 2.822
C 3.713 -5.357 1.740
C 2.559 -5.534 0.974
C 1.404 -4.792 1.257
H -0.800 -5.082 2.454
H -1.672 -4.089 1.328
H -2.943 -3.175 3.166
H -2.630 -4.740 3.851
H -1.459 -3.123 5.563
H 0.527 -1.830 4.297
H 2.496 -3.132 4.005
H 4.578 -4.317 3.378
H 4.642 -5.860 1.441
H 2.548 -6.198 0.104
H 0.519 -4.933 0.633